15
Properties=species:S:1:pos:R:3:forces:R:3 method="wB97M-V/def2-TZVPD" orbital_gap_ev=7.43 smiles="O=S(=O)(O)C=S.CN" de_lowest_ev=2.795
O -2.804 -1.487 -0.910 -0.3 0.5 -0.1
S -2.431 -0.467 0.011 -0.2 0.4 -0.3
O -1.711 -0.837 1.177 -0.2 0.1 0.6
O -3.691 0.463 0.376 -0.6 -0.3 1.0
C -1.516 0.820 -0.838 0.3 1.7 1.9
S -0.959 2.094 -0.024 -0.5 -0.5 -0.1
H -4.003 0.584 1.327 1.1 -0.7 -1.5
H -1.297 0.892 -1.854 -0.2 -1.1 -1.8
C 1.311 0.155 0.573 0.1 0.4 3.3
N 1.651 -0.873 -0.306 -6.4 -1.7 0.0
H 2.104 0.245 1.392 -1.0 -0.2 -0.8
H 1.215 1.170 0.172 0.0 0.1 -0.2
H 0.334 -0.160 1.050 1.4 0.8 -0.2
H 2.483 -0.816 -0.709 4.0 0.3 -2.7
H 0.783 -1.074 -0.921 2.7 0.1 0.9

---

14
Properties=species:S:1:pos:R:3:forces:R:3 method="wB97M-V/def2-TZVPD" orbital_gap_ev=11.00 smiles="O=CNC=O.O.O" de_lowest_ev=0.886
O 2.018 -1.436 2.283 0.3 0.2 -0.3
C 1.093 -1.402 1.511 -0.1 -0.8 1.3
N 1.215 -1.819 0.198 -0.4 0.5 0.4
C 0.201 -1.684 -0.743 1.2 -0.5 1.1
O -0.846 -1.175 -0.464 -0.4 0.0 -0.8
H 0.087 -1.219 1.902 -0.2 0.4 -0.7
H 2.089 -2.276 0.005 0.2 0.0 -0.4
H 0.574 -2.152 -1.661 -0.8 0.2 -0.6
O 0.460 3.141 -1.096 -0.1 0.5 -0.2
H 0.235 4.079 -1.168 -0.2 -0.3 -0.2
H 1.064 3.145 -0.355 0.3 -0.3 0.3
O -2.640 1.315 -0.097 -0.2 1.0 0.3
H -2.275 0.687 -0.696 0.8 -0.7 -0.8
H -3.274 0.798 0.381 -0.6 -0.3 0.5

---

14
Properties=species:S:1:pos:R:3:forces:R:3 method="wB97M-V/def2-TZVPD" orbital_gap_ev=10.66 smiles="O=CNC=O.O.O" de_lowest_ev=1.015
O -2.014 1.132 0.180 0.2 -0.6 -0.2
C -1.029 1.486 -0.414 -0.1 1.6 0.2
N 0.254 1.363 0.097 0.1 -0.2 0.4
C 1.484 1.918 -0.340 -1.5 -2.2 -0.1
O 1.619 2.495 -1.374 0.2 0.7 0.0
H -1.093 2.106 -1.304 0.2 -0.1 -0.6
H 0.223 0.825 0.954 0.4 0.1 0.3
H 2.277 1.503 0.303 0.3 0.7 0.1
O -1.448 -0.110 2.856 1.2 0.4 -0.6
H -1.571 -0.974 2.465 -0.5 -0.1 0.3
H -2.017 0.041 3.595 -0.6 -0.3 0.5
O 0.899 -3.658 -2.571 0.8 -0.3 0.1
H 1.848 -3.873 -2.551 -0.4 0.3 -0.3
H 0.569 -4.253 -1.895 -0.4 -0.1 0.1

---

18
Properties=species:S:1:pos:R:3:forces:R:3 method="wB97M-V/def2-TZVPD" orbital_gap_ev=6.70 smiles="CN=[P@@]([O-])(O[P@](=O)([O-])O)SC" total_charge=-2 de_lowest_ev=1.221
C -1.230 -1.135 1.203 3.8 -2.8 0.7
N -0.935 0.226 1.078 0.3 1.0 0.3
P 0.044 0.646 -0.039 1.4 -1.9 -2.3
O 0.344 2.083 -0.133 1.0 0.6 0.0
O 1.514 -0.559 -0.528 -2.3 2.7 1.6
P 2.839 -0.650 0.435 -0.3 -2.5 1.0
O 4.013 -0.526 -0.455 0.9 0.0 -0.6
O 2.663 -1.814 1.363 0.3 0.1 -0.1
O 2.750 0.697 1.356 -0.2 -0.5 -0.1
S -0.730 0.045 -2.014 0.0 0.4 0.6
C -2.240 0.981 -1.707 -2.9 -1.0 -1.9
H -2.268 -1.327 1.040 -0.7 -0.7 -0.1
H -0.824 -1.553 2.197 -1.3 0.6 -0.6
H -0.456 -1.765 0.569 -2.1 0.6 0.4
H 2.438 1.165 0.593 -0.4 2.5 -0.2
H -3.045 0.345 -1.206 0.9 0.4 -0.8
H -2.694 1.354 -2.730 0.8 -0.6 1.9
H -2.184 1.788 -1.022 0.7 1.0 0.3

---

18
Properties=species:S:1:pos:R:3:forces:R:3 method="wB97M-V/def2-TZVPD" orbital_gap_ev=8.83 total_charge=-1
C 2.602 -0.620 0.014 0.4 0.0 0.2
P 1.193 0.025 -0.954 -0.2 -0.5 -0.2
O 1.892 1.340 -1.660 0.0 0.0 0.0
S 0.179 1.003 0.718 0.1 0.8 -0.1
O 0.212 0.068 1.827 0.0 -0.3 0.1
O 0.929 2.234 0.895 -0.1 0.0 0.1
N -1.257 1.400 0.207 0.0 -0.7 0.0
S -2.419 0.310 -0.067 -0.2 0.3 -0.1
C -1.816 -1.356 0.120 0.1 -0.2 -0.2
O -2.825 0.415 -1.453 0.1 0.0 0.0
O -3.478 0.443 0.904 0.0 0.1 0.2
H 2.527 -1.707 0.033 0.1 0.0 0.0
H 3.541 -0.334 -0.465 -0.1 0.0 -0.1
H 2.618 -0.252 1.040 -0.1 0.0 -0.1
H 1.294 2.087 -1.558 0.0 0.4 0.1
H -1.286 -1.623 -0.792 0.1 0.0 0.0
H -1.184 -1.479 0.994 -0.1 0.1 0.0
H -2.722 -1.953 0.198 0.0 0.0 0.0

---

13
Properties=species:S:1:pos:R:3:forces:R:3 method="wB97M-V/def2-TZVPD" orbital_gap_ev="8.84 / 4.56" multiplicity=2 total_charge=+1 de_lowest_ev=0.590
C 1.716 1.332 0.331 0.5 -0.1 0.4
S 2.654 -0.229 0.527 -0.4 0.6 -0.9
S 1.243 -1.642 0.656 0.7 -0.4 0.4
H 1.138 1.273 -0.595 0.0 -0.3 0.1
H 2.471 2.121 0.232 -0.1 -0.2 0.2
H 1.060 1.482 1.186 -0.1 0.1 0.0
H 0.918 -1.383 1.941 -0.5 0.4 -0.1
C -2.127 0.106 -0.777 0.7 -0.7 -0.6
N -1.771 -1.235 -0.715 -0.4 1.2 0.8
O -1.964 0.819 0.180 -0.2 0.4 0.3
H -2.526 0.446 -1.738 -0.1 0.0 -0.1
H -1.477 -1.364 0.244 0.2 -0.8 -0.2
H -1.334 -1.727 -1.471 -0.2 -0.2 -0.2

---

11
Properties=species:S:1:pos:R:3:forces:R:3 method="wB97M-V/def2-TZVPD" orbital_gap_ev=9.22 smiles=CSCN de_lowest_ev=1.154
C -0.344 -0.967 -1.456 -1.8 -2.5 -0.3
S -0.076 0.546 -0.650 0.6 2.0 -1.9
C -0.350 0.270 1.017 0.4 2.2 1.6
N 0.948 -0.171 1.583 0.2 1.9 2.3
H -0.081 -1.994 -1.171 1.0 0.5 1.3
H -1.432 -1.135 -1.490 0.1 0.3 -0.7
H 0.084 -0.969 -2.437 -0.1 0.7 -0.8
H -0.825 1.249 1.469 1.1 -1.6 -0.8
H -1.110 -0.456 1.161 -0.5 -1.0 0.2
H 0.615 -0.726 2.360 0.7 -0.4 0.6
H 1.496 0.670 2.062 -1.6 -2.2 -1.5

---

11
Properties=species:S:1:pos:R:3:forces:R:3 method="wB97M-V/def2-TZVPD" orbital_gap_ev=9.63 smiles=NCCS de_lowest_ev=0.386
N 0.788 -1.029 0.028 0.8 0.8 2.1
C 0.634 0.387 -0.291 -0.8 -0.6 1.3
C -0.765 0.792 0.149 -0.6 1.6 1.6
S -2.097 -0.422 -0.130 -0.1 0.5 -0.5
H 1.186 -1.514 -0.722 0.9 -1.0 -0.8
H 1.356 -1.091 0.913 -0.7 -0.4 -1.7
H 1.383 0.952 0.268 -0.1 0.4 -0.2
H 0.697 0.656 -1.320 0.5 -0.4 -1.0
H -0.789 1.024 1.277 0.1 -0.1 -1.7
H -1.011 1.722 -0.424 -0.2 -0.7 0.7
H -1.381 -1.477 0.252 0.2 -0.1 0.1

---

11
Properties=species:S:1:pos:R:3:forces:R:3 method="wB97M-V/def2-TZVPD" orbital_gap_ev=9.07 de_lowest_ev=2.637
C 1.397 -0.244 0.279 -0.4 -1.9 -3.2
C -1.344 0.184 0.601 0.2 -1.3 1.7
N -0.784 -0.295 -1.845 0.3 -1.0 -2.4
S -0.397 -1.009 -0.513 0.2 1.5 1.7
H 1.211 -0.373 1.305 -0.1 0.7 1.4
H 1.303 0.693 -0.287 0.4 0.0 1.0
H 2.336 -0.852 0.005 -1.7 0.9 0.1
H -2.460 0.226 0.469 1.2 -0.8 -0.2
H -1.007 1.183 0.339 0.4 0.0 0.1
H -1.085 -0.126 1.697 -0.5 0.9 -1.9
H -0.718 -0.964 -2.682 0.1 1.1 1.8

---

11
Properties=species:S:1:pos:R:3:forces:R:3 method="wB97M-V/def2-TZVPD" orbital_gap_ev="7.57 / 5.68" multiplicity=2 total_charge=+1 de_lowest_ev=3.385
C 0.490 -0.513 0.142 1.4 -0.5 -0.8
C -1.016 -0.610 -0.201 0.9 -0.1 1.0
S -1.759 0.926 0.211 2.0 0.9 2.3
N 1.081 0.652 -0.645 -3.1 -1.0 0.7
H 0.960 -1.485 -0.140 -0.1 0.8 -0.3
H 0.728 -0.483 1.235 -0.8 0.3 -0.4
H -1.522 -1.432 0.351 0.2 0.4 -0.1
H -1.211 -0.774 -1.251 0.1 -0.1 -0.6
H -0.073 1.333 1.314 -2.8 -0.4 -1.8
H 0.346 1.403 -0.650 1.6 -0.5 -0.4
H 1.976 0.984 -0.366 0.6 0.2 0.4

---

11
Properties=species:S:1:pos:R:3:forces:R:3 method="wB97M-V/def2-TZVPD" orbital_gap_ev="11.07 / 5.92" multiplicity=2 total_charge=+1 de_lowest_ev=1.041
C 0.553 -1.578 0.615 1.8 2.7 1.3
S 0.250 -0.448 -0.816 0.3 -0.5 2.0
H -0.249 -1.613 1.358 -0.5 -0.2 -0.6
H 0.873 -2.523 0.234 0.1 -0.6 0.0
H 1.385 -1.010 1.308 -1.5 -1.5 -2.0
C 0.140 1.125 0.105 1.2 1.1 0.1
N -1.238 1.403 0.514 0.4 -3.1 -2.8
H 0.923 1.113 0.927 -0.9 -0.3 -0.8
H 0.494 1.858 -0.627 -0.1 0.0 0.0
H -1.266 1.799 1.392 -0.1 1.0 2.4
H -1.645 0.449 0.543 -0.7 1.3 0.5

---

12
Properties=species:S:1:pos:R:3:forces:R:3 method="wB97M-V/def2-TZVPD" orbital_gap_ev=9.58 smiles="C=N.CSS" de_lowest_ev=0.970
C 2.435 1.335 0.189 -0.3 -0.3 0.3
N 2.234 0.442 1.067 0.3 0.6 0.0
H 3.322 1.308 -0.438 0.0 -0.1 -0.2
H 1.716 2.141 0.043 0.2 0.3 -0.1
H 1.413 0.748 1.593 -0.1 -0.5 0.0
C -1.524 -1.501 -1.067 -0.7 0.1 -0.5
S -1.541 0.291 -0.806 0.6 -0.1 0.7
S -1.070 0.343 1.245 -0.6 0.1 -0.9
H -2.515 -1.908 -0.867 0.1 -0.1 0.4
H -1.356 -1.706 -2.127 0.3 0.2 0.1
H -0.760 -1.949 -0.453 0.2 -0.2 0.1
H -2.353 0.455 1.619 0.1 0.0 0.3

---

Please write out number 4 again, unchanged.
18
Properties=species:S:1:pos:R:3:forces:R:3 method="wB97M-V/def2-TZVPD" orbital_gap_ev=6.70 smiles="CN=[P@@]([O-])(O[P@](=O)([O-])O)SC" total_charge=-2 de_lowest_ev=1.221
C -1.230 -1.135 1.203 3.8 -2.8 0.7
N -0.935 0.226 1.078 0.3 1.0 0.3
P 0.044 0.646 -0.039 1.4 -1.9 -2.3
O 0.344 2.083 -0.133 1.0 0.6 0.0
O 1.514 -0.559 -0.528 -2.3 2.7 1.6
P 2.839 -0.650 0.435 -0.3 -2.5 1.0
O 4.013 -0.526 -0.455 0.9 0.0 -0.6
O 2.663 -1.814 1.363 0.3 0.1 -0.1
O 2.750 0.697 1.356 -0.2 -0.5 -0.1
S -0.730 0.045 -2.014 0.0 0.4 0.6
C -2.240 0.981 -1.707 -2.9 -1.0 -1.9
H -2.268 -1.327 1.040 -0.7 -0.7 -0.1
H -0.824 -1.553 2.197 -1.3 0.6 -0.6
H -0.456 -1.765 0.569 -2.1 0.6 0.4
H 2.438 1.165 0.593 -0.4 2.5 -0.2
H -3.045 0.345 -1.206 0.9 0.4 -0.8
H -2.694 1.354 -2.730 0.8 -0.6 1.9
H -2.184 1.788 -1.022 0.7 1.0 0.3